{"formula": "C26H19BrF6N4O4SSc", "method": "the ωB97M-V functional and the def2-TZVPD basis", "species": ["C", "H", "O", "C", "N", "C", "F", "C", "F", "C", "H", "H", "C", "C", "C", "C", "H", "C", "H", "H", "C", "C", "S", "H", "H", "H", "C", "O", "F", "H", "C", "C", "C", "F", "F", "C", "N", "C", "H", "H", "C", "C", "N", "H", "C", "Br", "C", "H", "H", "H", "N", "H", "H", "H", "Sc", "O", "F", "C", "C", "O", "C", "C"], "coordinates": [[6.61, 5.74, 14.92], [8.54, 5.73, 15.87], [8.99, 11.22, 12.18], [6.78, 11.28, 7.61], [11.26, 7.52, 7.00], [7.37, 12.06, 8.80], [8.24, 14.16, 9.39], [10.39, 12.85, 16.45], [6.37, 10.08, 7.97], [13.14, 10.91, 7.12], [13.79, 12.14, 11.64], [4.78, 5.98, 13.79], [13.68, 11.09, 11.50], [9.21, 12.48, 17.06], [8.27, 11.79, 16.30], [10.69, 12.47, 15.12], [11.67, 12.59, 14.68], [10.83, 10.56, 7.54], [13.94, 11.19, 6.41], [8.93, 12.69, 18.06], [8.51, 11.48, 14.99], [7.82, 7.45, 13.08], [8.91, 7.94, 8.56], [7.75, 10.95, 14.42], [11.54, 10.96, 5.61], [5.42, 12.91, 9.46], [8.42, 8.26, 11.97], [7.62, 8.93, 11.27], [5.73, 11.87, 7.02], [6.64, 12.84, 10.76], [12.39, 10.74, 10.78], [12.25, 10.64, 9.31], [7.93, 13.40, 8.31], [8.98, 13.31, 7.50], [7.03, 14.16, 7.65], [9.69, 11.84, 14.40], [11.26, 10.75, 11.39], [9.92, 11.38, 13.01], [14.30, 10.95, 8.95], [13.59, 10.65, 12.52], [11.84, 10.82, 6.63], [5.83, 6.25, 13.89], [11.22, 11.19, 12.68], [7.34, 11.49, 16.76], [10.31, 7.69, 7.66], [10.31, 7.42, 14.53], [6.28, 12.32, 9.87], [9.82, 10.42, 7.19], [11.11, 13.31, 17.07], [5.89, 7.56, 12.12], [11.02, 10.44, 8.84], [6.12, 5.10, 15.66], [14.51, 10.63, 10.99], [5.95, 11.37, 10.29], [9.32, 10.05, 10.38], [9.67, 8.35, 11.78], [7.71, 11.07, 6.69], [6.44, 7.14, 12.97], [8.49, 6.98, 14.18], [8.39, 11.35, 9.30], [7.92, 6.08, 15.06], [13.34, 10.82, 8.47]], "total_energy_ha": -5854.6587, "orbital_gap_ev": 7.22, "charge": -1, "lumo_energy_ev": 2.11}

***

{"formula": "C26H19F3MnN6O2S2Se", "method": "the ωB97M-V functional and the def2-TZVPD basis", "species": ["N", "H", "C", "C", "H", "H", "C", "H", "C", "C", "C", "C", "O", "N", "C", "H", "F", "F", "C", "S", "H", "C", "H", "F", "H", "C", "N", "H", "H", "H", "S", "C", "H", "C", "C", "N", "H", "N", "C", "C", "H", "C", "C", "H", "C", "Se", "H", "C", "C", "H", "N", "C", "C", "Mn", "O", "H", "C", "H", "C", "C"], "coordinates": [[-2.13, -1.59, -4.42], [-0.07, 3.02, 2.44], [-0.14, 1.87, 4.25], [-0.69, 4.65, -1.75], [1.87, -0.74, 4.98], [-2.14, 4.41, -3.34], [1.45, 0.09, 4.42], [-3.24, -4.48, -1.54], [3.74, -2.52, -0.51], [0.13, 4.03, -0.82], [1.96, 0.41, 3.18], [-1.51, 3.92, -2.62], [3.04, 0.92, 0.55], [-0.92, -0.82, -2.48], [-2.50, -2.70, -0.62], [0.01, -0.58, 6.58], [5.89, -1.85, -2.02], [4.97, 0.03, -2.57], [-4.14, -1.00, -0.16], [2.04, 1.89, 0.88], [-5.59, -3.70, -1.59], [1.41, 1.46, 2.47], [-2.09, 1.90, -3.16], [4.49, -1.77, -3.67], [2.78, -0.15, 2.74], [2.39, -0.89, -1.60], [1.40, -1.20, -0.75], [-4.39, -0.01, 0.22], [4.68, -3.05, -0.42], [-0.68, 5.73, -1.80], [1.92, 0.37, -2.70], [2.70, -2.80, 0.37], [0.80, 4.58, -0.18], [0.36, 2.20, 3.00], [0.09, 2.63, -0.79], [-1.83, -1.42, -6.87], [-1.48, -3.05, -0.61], [-0.72, 1.96, -1.62], [-4.81, -3.07, -1.18], [-1.50, 2.55, -2.53], [-1.19, 0.71, 6.42], [-2.82, -1.44, -0.12], [-1.93, -1.48, -5.72], [0.66, -2.22, 0.87], [3.61, -1.57, -1.49], [-1.51, -0.29, 0.62], [2.80, -3.54, 1.15], [1.53, -2.10, 0.23], [-1.45, -1.15, -3.47], [-6.16, -1.47, -0.70], [0.72, 1.66, -0.05], [0.40, 0.81, 4.98], [-5.13, -1.81, -0.67], [0.02, 0.18, -1.18], [2.37, 3.29, 0.84], [-0.97, 2.43, 4.66], [-0.13, 0.48, 6.34], [0.39, 1.05, 7.11], [4.74, -1.28, -2.44], [-3.50, -3.51, -1.15]], "spin_multiplicity": 4, "total_energy_ha": -6129.6394, "e_above_lowest_kj_mol": 12.3, "orbital_gap_ev": [6.15, 7.31], "s_squared": 3.998, "lumo_energy_ev": [-2.37, -1.41]}

***

{"formula": "C26H19F5IN4O2S3V", "method": "the ωB97M-V functional and the def2-TZVPD basis", "species": ["C", "H", "C", "C", "H", "H", "C", "C", "C", "H", "C", "I", "C", "F", "S", "C", "N", "H", "O", "C", "N", "C", "S", "H", "C", "C", "V", "C", "H", "H", "C", "H", "F", "C", "C", "H", "F", "H", "H", "H", "H", "N", "H", "S", "C", "F", "C", "C", "O", "C", "C", "H", "C", "C", "C", "H", "H", "H", "N", "F", "C"], "coordinates": [[-0.65, -2.60, 1.10], [0.79, 2.16, -2.96], [-1.96, 2.27, -1.53], [5.36, 0.46, 1.82], [-2.40, 4.77, 3.54], [-2.46, -0.14, 4.01], [-0.53, -5.19, 0.82], [-0.99, 3.25, -3.25], [-1.40, -1.23, -1.72], [-3.52, 1.26, 5.75], [-1.78, 2.92, 2.70], [-3.90, 4.32, -2.86], [-1.24, 0.64, 1.82], [1.81, -0.05, 1.94], [-1.52, -3.25, 2.44], [-2.46, 0.93, 3.93], [-0.69, -1.29, 0.88], [1.81, -1.18, -5.99], [-0.55, 1.10, 0.77], [4.07, 0.27, 2.32], [-0.73, 1.75, -1.65], [4.49, 0.44, -0.42], [0.28, -3.70, 0.16], [-1.56, -2.23, -1.34], [1.38, -2.11, -4.10], [-2.18, 3.22, -2.53], [-0.21, 0.05, -0.59], [0.13, -0.26, -5.02], [-2.65, 1.98, -0.75], [-1.43, -5.35, 0.23], [0.56, -2.11, -2.99], [0.14, -6.03, 0.69], [6.37, 0.56, 2.64], [-1.82, 1.51, 2.82], [-3.05, 1.72, 4.88], [-1.56, 0.40, -3.88], [6.77, 0.77, -0.02], [-0.73, 3.86, -4.10], [0.05, -4.99, 2.91], [-1.59, -5.63, 2.65], [-2.36, -0.73, -1.89], [-1.33, -0.65, 1.90], [-3.55, 3.72, 5.47], [1.93, -0.14, -1.11], [-0.84, -4.93, 2.28], [3.86, 0.18, 3.62], [-0.48, -1.17, -2.86], [-0.70, -0.26, -3.92], [-1.17, 3.57, 1.68], [3.02, 0.15, 1.44], [1.17, -1.18, -5.11], [2.16, -2.85, -4.19], [-3.05, 3.11, 4.73], [3.19, 0.22, 0.05], [-2.42, 3.70, 3.66], [-0.06, 0.42, -5.84], [-0.63, 2.97, 1.17], [0.71, -2.84, -2.22], [-0.16, 2.36, -2.70], [4.69, 0.53, -1.72], [5.56, 0.56, 0.45]], "total_energy_ha": -4306.6615, "e_above_lowest_kj_mol": 0.0, "orbital_gap_ev": [5.13, 5.17], "charge": 2, "lumo_energy_ev": [-8.18, -8.14]}

***

{"formula": "C26H19N2O4PPdSe2", "method": "the ωB97M-V functional and the def2-TZVPD basis", "species": ["O", "C", "C", "C", "H", "C", "H", "C", "H", "H", "C", "C", "N", "C", "H", "O", "C", "H", "C", "H", "C", "H", "C", "H", "O", "C", "C", "H", "H", "C", "C", "Se", "H", "C", "H", "P", "C", "C", "Se", "H", "C", "C", "O", "H", "H", "C", "C", "Pd", "C", "C", "C", "H", "N", "H", "H"], "coordinates": [[4.20, -6.50, -0.16], [-2.98, -0.46, -3.85], [7.04, -0.22, 0.39], [-4.02, 0.10, -1.22], [-7.07, 1.55, -1.51], [-3.97, -1.41, -4.05], [-1.56, 0.86, -4.76], [3.24, -4.38, 1.22], [-5.36, -0.55, 1.82], [-3.97, -1.47, -7.43], [-2.34, 0.13, -4.93], [1.57, -1.05, 1.90], [3.60, -5.69, -0.83], [2.03, -2.29, 1.14], [-5.10, -2.52, -5.50], [3.44, -5.77, -2.03], [2.33, -3.58, -0.88], [7.34, -0.11, -1.74], [-5.28, -0.17, 0.80], [-2.21, 0.22, -7.07], [3.04, -4.51, -0.14], [8.04, -0.59, 0.58], [-2.70, -0.24, -6.22], [-3.29, -0.92, 0.52], [2.08, -0.84, 2.99], [-4.33, -1.78, -5.34], [-4.12, -0.38, 0.08], [4.18, 0.60, 2.01], [2.90, -3.09, 2.92], [2.74, -3.26, 1.86], [4.88, 0.46, 1.20], [-1.16, -1.54, -1.27], [3.80, -5.13, 1.76], [1.83, -2.47, -0.22], [5.05, 0.72, -2.19], [-2.49, -0.07, -2.16], [5.38, 0.52, -1.18], [-6.24, 1.01, -1.06], [-1.22, 1.70, -2.04], [1.30, -1.71, -0.77], [6.16, -0.01, 1.44], [-3.69, -1.19, -6.42], [0.67, -0.30, 1.37], [-5.00, 1.18, -2.80], [-4.47, -1.87, -3.20], [3.15, 1.14, -0.37], [-6.34, 0.52, 0.23], [-0.08, 0.46, -0.33], [4.50, 0.71, -0.12], [-5.08, 0.80, -1.79], [6.65, 0.05, -0.92], [6.47, -0.22, 2.46], [2.07, 1.48, -0.55], [-7.25, 0.68, 0.80], [2.20, -3.72, -1.94]], "total_energy_ha": -6684.7311, "e_above_lowest_kj_mol": 78.2, "orbital_gap_ev": 7.43, "lumo_energy_ev": -1.23}

***

> What is the formula in the first record?

C26H19BrF6N4O4SSc